[1]
Formula: C3H9ClSSi
Source: the Open Molecules 2025 dataset
Level of theory: ωB97M-V with the def2-TZVPD basis set

Structure (XYZ):
```
15
C3H9ClSSi (ωB97M-V with the def2-TZVPD basis set)
C 1.00 -1.17 -1.84
Si 0.45 -0.60 -0.05
C -1.25 -1.38 0.40
C 1.26 0.72 0.86
Cl 0.98 0.86 2.56
H 0.22 -0.91 -2.60
H 1.94 -0.70 -2.05
H 1.07 -2.31 -1.77
H -2.09 -0.87 -0.14
H -1.40 -2.47 0.15
H -1.77 -1.33 1.35
H 2.26 1.15 0.41
S -1.46 2.97 0.71
H -0.23 2.74 0.06
H -0.98 3.27 1.94
```

ΔE to the lowest compared entry with this formula, charge and spin ... 68.5 kcal per mole
HOMO ... -0.288 Ha
Charge ... 0
SMILES ... C[Si](C)=CCl.S
Orbital gap ... 8.150 eV
LUMO energy ... 0.011 hartree
F_max ... 3.252 eV/Å

---

[2]
Formula: C4H3NO3S
Source: the Open Molecules 2025 dataset
Level of theory: ωB97M-V with the def2-TZVPD basis set

Structure (XYZ):
```
12
C4H3NO3S (ωB97M-V with the def2-TZVPD basis set)
C -0.26 -0.37 2.18
C -0.13 -1.24 1.14
C 1.00 0.34 -0.03
C -0.20 1.00 1.81
N 0.68 1.24 0.82
O -1.74 0.15 -3.18
O 0.57 0.92 -2.96
O 0.40 -0.87 -0.06
S -0.82 1.25 -3.12
H -0.65 -0.70 3.13
H -0.52 -2.25 1.11
H 1.68 0.53 -0.84
```

ΔE to the lowest compared entry with this formula, charge and spin ... 83.7 kcal per mole
HOMO (spin up / spin down) ... -0.282 / -0.282 Ha
Charge ... 0
Orbital gap (spin up / spin down) ... 6.226 / 6.220 eV
LUMO energy (spin up / spin down) ... -0.053 / -0.053 hartree
F_max ... 1.461 eV/Å

---

[3]
Formula: C26H17Cl5N6O6S2W
Source: the Open Molecules 2025 dataset
Level of theory: ωB97M-V with the def2-TZVPD basis set

Structure (XYZ):
```
63
C26H17Cl5N6O6S2W (ωB97M-V with the def2-TZVPD basis set)
W 0.28 0.47 -1.14
C -0.26 -3.41 1.08
C 0.18 -2.23 0.29
N -0.60 -1.47 -0.40
N -1.95 -1.76 -0.33
C -2.71 -1.41 -1.32
N -4.01 -1.78 -1.24
S -2.36 -0.61 -2.83
C 1.62 -1.86 0.28
C 2.60 -2.63 0.88
C 3.92 -2.21 0.81
C 4.23 -1.05 0.13
C 3.21 -0.32 -0.46
N 1.94 -0.72 -0.37
H -1.34 -3.48 1.11
H 0.14 -3.34 2.09
H 0.14 -4.32 0.63
H -4.25 -2.52 -0.60
H -4.67 -1.55 -1.97
H 2.35 -3.55 1.40
H 4.69 -2.80 1.28
H 5.24 -0.69 0.05
H 3.39 0.59 -1.01
Cl 3.06 -1.86 -7.88
C 2.59 -1.26 -6.34
C 2.96 0.02 -5.94
Cl 3.91 1.00 -6.98
C 2.56 0.50 -4.70
Cl 3.02 2.07 -4.17
C 1.78 -0.28 -3.84
O 1.45 0.26 -2.67
C 1.43 -1.57 -4.24
Cl 0.53 -2.60 -3.19
C 1.83 -2.05 -5.49
Cl 1.39 -3.64 -5.97
O -1.01 0.23 -2.58
N -1.27 2.11 -0.72
C -2.55 2.21 -0.33
C -3.04 3.39 0.19
C -2.18 4.47 0.32
C -0.85 4.36 -0.06
C -0.44 3.15 -0.58
S 1.16 2.67 -1.09
H -3.17 1.33 -0.46
H -4.08 3.45 0.48
H -2.55 5.41 0.72
H -0.16 5.18 0.05
O 1.88 0.51 2.16
C 0.70 0.66 2.00
O 0.09 0.71 0.82
C -0.27 0.78 3.14
C 0.23 1.12 4.39
C -0.64 1.23 5.47
C -1.98 0.99 5.25
C -2.50 0.64 4.02
C -1.63 0.54 2.95
N -2.92 1.10 6.40
O -2.43 1.28 7.49
O -4.10 1.04 6.15
H 1.29 1.29 4.52
H -0.30 1.50 6.46
H -3.56 0.45 3.91
H -1.99 0.27 1.97
```

ΔE to the lowest compared entry with this formula, charge and spin ... 0.0 kcal per mole
Expectation value of S² ... 0.7553
HOMO (spin up / spin down) ... -0.408 / -0.408 Ha
Charge ... +1
Orbital gap (spin up / spin down) ... 6.515 / 6.715 eV
LUMO energy (spin up / spin down) ... -0.168 / -0.161 hartree
2S+1 ... 2
F_max ... 0.627 eV/Å

---

[4]
Formula: C19H9BrF6N3O9S2Tl
Source: the Open Molecules 2025 dataset
Level of theory: ωB97M-V with the def2-TZVPD basis set

Structure (XYZ):
```
50
C19H9BrF6N3O9S2Tl (ωB97M-V with the def2-TZVPD basis set)
Tl 0.70 1.22 0.39
Br -4.52 -3.30 4.20
C -3.69 -2.28 2.83
C -4.25 -2.27 1.56
C -3.64 -1.54 0.56
C -2.47 -0.82 0.81
C -1.95 -0.82 2.10
C -2.54 -1.56 3.11
N -1.82 -0.05 -0.17
C -1.88 -0.35 -1.39
C -1.29 0.50 -2.44
C -1.49 0.17 -3.78
C -0.92 0.96 -4.76
C -0.16 2.05 -4.38
C 0.01 2.30 -3.03
N -0.56 1.56 -2.08
H -5.15 -2.84 1.36
H -4.10 -1.49 -0.42
H -1.06 -0.24 2.31
H -2.12 -1.57 4.10
H -2.35 -1.28 -1.74
H -2.06 -0.71 -4.03
H -1.07 0.73 -5.81
H 0.31 2.69 -5.12
H 0.62 3.12 -2.67
O 1.87 6.69 3.93
C 1.52 5.84 3.12
C 0.23 5.08 3.15
O -0.77 5.36 3.81
C 0.41 3.95 2.22
C 1.54 4.24 1.37
O 1.83 3.58 0.33
C 2.29 5.37 1.94
O 3.35 5.84 1.53
O -0.30 2.91 2.15
F 2.67 -4.07 2.85
C 2.09 -4.14 1.65
F 2.83 -4.94 0.88
F 0.89 -4.69 1.80
S 1.96 -2.43 0.97
O 1.08 -1.79 1.90
O 3.32 -1.96 0.85
N 1.28 -2.78 -0.42
S 1.68 -2.06 -1.77
O 1.77 -0.62 -1.73
O 0.89 -2.64 -2.83
C 3.43 -2.62 -2.19
F 3.46 -2.92 -3.51
F 4.33 -1.67 -1.98
F 3.77 -3.71 -1.52
```

ΔE to the lowest compared entry with this formula, charge and spin ... 0.0 kcal per mole
HOMO ... -0.034 Ha
Charge ... -2
Orbital gap ... 4.357 eV
LUMO energy ... 0.126 hartree
F_max ... 1.144 eV/Å

---

[5]
Formula: C3H6S4
Source: the Open Molecules 2025 dataset
Level of theory: ωB97M-V with the def2-TZVPD basis set

Structure (XYZ):
```
13
C3H6S4 (ωB97M-V with the def2-TZVPD basis set)
S 1.33 1.57 -1.19
C 0.44 0.76 0.12
S 1.12 1.15 1.87
C 0.47 -0.78 -0.13
C -0.93 -1.35 -0.33
S -1.90 -0.19 -1.17
S -1.42 1.32 0.07
H 0.88 2.83 -1.05
H -0.15 0.80 2.13
H 1.08 -1.18 0.74
H 1.20 -1.17 -0.90
H -0.85 -2.31 -0.84
H -1.27 -1.44 0.68
```

ΔE to the lowest compared entry with this formula, charge and spin ... 0.0 kcal per mole
HOMO ... -0.312 Ha
Charge ... 0
SMILES ... SC1(S)CCSS1
Orbital gap ... 9.061 eV
LUMO energy ... 0.021 hartree
F_max ... 2.678 eV/Å

---

[6]
Formula: C3H4N4O
Source: the Open Molecules 2025 dataset
Level of theory: ωB97M-V with the def2-TZVPD basis set

Structure (XYZ):
```
12
C3H4N4O (ωB97M-V with the def2-TZVPD basis set)
H 2.04 -1.25 -0.69
N 2.31 -0.08 -0.69
C 1.50 0.39 0.15
O 1.52 1.57 0.61
N 0.28 2.05 0.93
C -0.53 1.08 0.89
N 0.16 0.02 0.46
N -0.28 -0.94 -0.56
C -1.44 -1.28 -0.73
H -1.67 1.40 1.13
H -1.43 -2.23 -1.19
H -2.44 -0.76 -0.30
```

ΔE to the lowest compared entry with this formula, charge and spin ... 137.2 kcal per mole
HOMO ... -0.335 Ha
Charge ... 0
SMILES ... [H]/N=c1/oncn1N=C
Orbital gap ... 9.526 eV
LUMO energy ... 0.015 hartree
F_max ... 6.542 eV/Å

---

[7]
Formula: C5H10O2
Source: the Open Molecules 2025 dataset
Level of theory: ωB97M-V with the def2-TZVPD basis set

Structure (XYZ):
```
17
C5H10O2 (ωB97M-V with the def2-TZVPD basis set)
C -2.32 -0.53 -0.31
C -1.13 0.40 -0.40
C 0.21 -0.23 -0.37
O 0.37 -1.37 -0.78
C 1.38 0.77 -0.38
C 2.42 0.58 0.65
O 2.26 -0.24 1.51
H -3.27 -0.02 -0.46
H -2.25 -1.33 -1.04
H -2.37 -0.99 0.67
H -1.09 0.88 -1.39
H -1.17 1.20 0.34
H -0.23 -1.01 1.80
H 0.78 -1.72 1.14
H 1.16 1.84 -0.31
H 1.88 0.59 -1.33
H 3.35 1.18 0.66
```

ΔE to the lowest compared entry with this formula, charge and spin ... 136.0 kcal per mole
HOMO (spin up / spin down) ... -0.341 / -0.341 Ha
Charge ... 0
Orbital gap (spin up / spin down) ... 9.497 / 9.497 eV
LUMO energy (spin up / spin down) ... 0.008 / 0.008 hartree
F_max ... 5.025 eV/Å

---

[8]
Formula: CHF2IO
Source: the Open Molecules 2025 dataset
Level of theory: ωB97M-V with the def2-TZVPD basis set

Structure (XYZ):
```
6
CHF2IO (ωB97M-V with the def2-TZVPD basis set)
C -1.20 0.36 0.23
O 1.85 -1.27 -0.33
F -2.42 -0.10 0.37
F -1.16 1.53 -0.35
I 3.31 -0.19 -0.01
H -0.37 -0.33 0.09
```

ΔE to the lowest compared entry with this formula, charge and spin ... 114.5 kcal per mole
HOMO (spin up / spin down) ... -0.295 / -0.369 Ha
Charge ... 0
Orbital gap (spin up / spin down) ... 5.352 / 9.438 eV
LUMO energy (spin up / spin down) ... -0.098 / -0.022 hartree
F_max ... 1.622 eV/Å